a:
{
  "formula": "C4H10NOS",
  "method": "ωB97M-V with the def2-TZVPD basis set",
  "homo_lumo_gap_ev": 6.10,
  "homo_energy_ha": -0.1017,
  "smiles": "[O-]CNCCCS",
  "total_charge": -1,
  "molar_mass_g_mol": 120.20,
  "species": ["S", "O", "N", "C", "C", "C", "C", "H", "H", "H", "H", "H", "H", "H", "H", "H", "H"],
  "positions_angstrom": [[2.03541, 1.04695, 0.66427], [-1.75486, -1.64976, 0.55176], [-0.18005, -1.01948, -1.17744], [-0.42597, 0.42042, -1.22001], [-0.72176, 1.01508, 0.20065], [0.41703, 0.69702, 1.31582], [-1.40879, -1.76252, -0.73511], [-0.91242, 2.06244, 0.22383], [-1.62213, 0.45515, 0.52359], [1.77176, 1.81731, -0.41763], [0.36784, 1.05305, -1.59414], [-1.04558, -2.67103, -1.11414], [-1.28204, 0.60530, -1.82953], [0.21678, 1.22568, 2.34304], [-2.06987, -1.53971, -1.62694], [0.21707, -0.33691, 1.52635], [-0.07183, -1.30805, -2.20294]],
  "lowdin_charge": [0.64, -0.30, -0.10, -0.31, -0.24, -0.59, -0.57, 0.07, 0.08, -0.16, 0.05, 0.04, 0.08, 0.08, 0.08, 0.03, 0.11]
}

b:
{
  "formula": "C4H10NOS",
  "method": "ωB97M-V with the def2-TZVPD basis set",
  "homo_lumo_gap_ev": 6.74,
  "homo_energy_ha": -0.1049,
  "total_charge": -1,
  "molar_mass_g_mol": 120.20,
  "species": ["S", "O", "N", "C", "C", "C", "C", "H", "H", "H", "H", "H", "H", "H", "H", "H", "H"],
  "positions_angstrom": [[-0.34525, 0.62922, -2.09304], [0.04655, 1.83668, 0.30612], [-0.75427, 0.74807, -0.51961], [-1.41852, 1.67883, -3.29530], [0.75543, -2.09939, 0.94821], [0.83977, -0.54486, 2.93126], [0.21716, -0.94870, 1.74532], [1.80636, -2.11101, 0.75513], [-1.58753, 2.67598, -2.91836], [1.57977, -1.12605, 3.42358], [-0.47338, -0.27020, 1.30173], [-0.74462, 1.61091, -4.17590], [-2.45423, 1.29856, -3.49464], [0.73559, -3.08787, 1.36297], [0.88464, 1.33264, 0.38182], [0.25980, -2.00899, -0.04321], [0.65273, 0.38618, 3.38392]],
  "lowdin_charge": [0.56, -0.33, -0.62, -0.45, -0.13, -0.02, -0.20, 0.05, -0.01, 0.02, 0.02, -0.01, 0.00, 0.05, 0.00, 0.07, 0.01]
}

Quick one: least stable of them? b